This record from OMol25 describes a cluster of 4 separate species, C28H36BF25N5O11S2 in total in a non-equilibrium geometry. The level of theory is ωB97M-V/def2-TZVPD.

Each line ends with the Mulliken charge.
CARTESIAN COORDINATES (ANGSTROEM)
C -4.1651 1.3787 1.1777  -1.0296
C -2.6999 1.6106 1.6571  0.2787
F -2.3428 2.9259 1.7491  -0.3366
N -1.7851 0.8036 0.8414  0.2159
C -1.3319 1.1065 -0.3283  -0.5143
N -1.6447 2.2950 -0.9262  0.1351
C -1.2614 2.2107 -2.3345  -0.0334
C -1.7070 3.4724 -3.1417  -0.7908
C -0.4293 4.3834 -3.2910  -0.6968
S 0.2879 4.8900 -1.6842  -0.1569
C 1.5296 3.7063 -1.2757  0.6281
N 2.1987 3.6086 -0.1334  -0.7613
N 3.0424 2.5837 -0.1831  0.2581
C 2.9217 1.9978 -1.3465  -0.2881
O 2.0067 2.7070 -2.0214  -0.3137
O -1.8064 1.0072 -2.8426  -0.7411
C -1.0427 -0.0826 -2.3736  0.7560
C -1.9565 -1.3510 -2.2279  -0.8383
C -1.1985 -2.6914 -2.3525  -1.4277
C 0.0454 -2.8362 -1.4438  0.7126
C 0.6833 -4.2590 -1.5527  -0.7783
S 2.4919 -4.2714 -1.6144  1.2602
O 3.0059 -4.2527 -0.2700  -0.6057
O 2.9818 -5.4411 -2.2734  -0.6559
O 3.0779 -2.9926 -2.4296  -0.4000
O -0.0227 -0.3642 -3.2801  -0.3957
B -0.4331 -0.2015 -4.6172  0.7030
O -1.2555 -1.1058 -5.2561  -0.5766
O -0.0025 0.9464 -5.2816  -0.6220
N -0.4924 0.1900 -1.0045  0.5414
H -4.6506 2.2833 0.7863  0.4042
H -4.7458 0.9872 2.0298  0.3897
H -4.1539 0.5532 0.4441  0.0786
H -2.6338 1.1943 2.6772  0.4266
H -1.4736 -0.0854 1.2299  0.3176
H -2.6183 2.5630 -0.7961  0.3223
H -0.1688 2.1523 -2.4804  0.1082
H -2.0009 3.1726 -4.1573  0.3605
H -2.4825 4.0435 -2.6056  0.3974
H -0.7115 5.3054 -3.8206  0.5813
H 0.3294 3.8382 -3.8804  0.3502
H 3.4378 1.1212 -1.7274  0.5772
H -2.6886 -1.2803 -3.0543  0.2666
H -2.5227 -1.3003 -1.2808  0.3792
H -1.9131 -3.4826 -2.0507  0.4870
H -0.9029 -2.9345 -3.3881  0.5010
H 0.7883 -2.0389 -1.6199  -0.3263
H -0.2527 -2.7119 -0.3842  0.0079
H 0.4041 -4.8834 -0.6895  0.3993
H 0.2910 -4.7697 -2.4477  0.5277
H 2.8120 -2.2025 -1.9317  0.3572
H -1.1302 -0.9686 -6.2045  0.2744
H 0.2950 0.7304 -6.1749  0.2721
H 0.4395 0.6096 -1.1085  0.0018
C 0.8586 1.7072 3.2863  -0.3574
C 1.2764 2.1409 4.7008  0.6570
C 2.7700 2.0627 5.0247  0.2156
F 3.2590 0.8124 4.8965  -0.2319
F 2.9739 2.4374 6.3079  -0.3053
F 0.5450 1.4471 5.6033  -0.2912
F 0.9039 3.4419 4.8324  -0.3304
O 0.3842 0.3590 3.1193  -0.3141
C 1.3421 -0.6356 2.9667  0.6150
C 1.3844 -1.6167 4.1431  0.0520
F 1.5675 -0.9788 5.3113  -0.2074
F 2.4073 -2.4800 3.9833  -0.2562
F 2.5224 -0.0612 2.7185  -0.0919
F 1.0023 -1.3170 1.8445  -0.2272
H -0.0024 2.3213 3.0360  0.4243
H 1.6122 1.9639 2.5389  0.0777
H 3.3442 2.7353 4.3803  0.2879
H 0.4504 -2.1821 4.2039  0.3093
C -9.0931 -1.9264 -0.0941  -0.6903
C -8.4526 -3.3008 0.1740  0.8626
C -7.3218 -3.3391 1.2038  0.0614
F -6.2792 -2.5446 0.8637  -0.1526
F -6.8365 -4.5979 1.3033  -0.2770
F -8.0532 -3.8348 -1.0014  -0.2672
F -9.4416 -4.1078 0.6406  -0.3173
O -8.6223 -1.1894 -1.2216  -0.4071
C -7.4768 -0.4322 -1.0865  0.7677
C -6.3208 -0.9745 -1.9307  0.1869
F -6.0534 -2.2619 -1.6517  -0.2387
F -5.1853 -0.2651 -1.6797  -0.1936
F -7.1488 -0.3051 0.2170  -0.2379
F -7.7786 0.8074 -1.5243  -0.3152
H -10.1362 -2.1292 -0.3350  0.4125
H -9.1286 -1.3087 0.8038  0.3145
H -7.6849 -3.0398 2.1910  0.2565
H -6.5533 -0.9005 -2.9949  0.2540
C 8.6136 -0.1877 2.2052  -0.7321
C 8.7616 -0.2999 0.6766  0.8847
C 8.9055 1.0123 -0.0958  0.0603
F 7.8500 1.8352 0.0760  -0.1826
F 8.9881 0.7532 -1.4243  -0.2790
F 7.7377 -1.0362 0.1897  -0.2495
F 9.8917 -1.0231 0.4463  -0.3286
O 7.2955 -0.2266 2.7445  -0.3766
C 6.5539 0.9425 2.7676  0.5568
C 5.3431 0.8819 1.8337  0.7104
F 5.7018 0.5858 0.5648  -0.2948
F 4.6935 2.0693 1.7952  -0.2901
F 7.3478 2.0002 2.5161  -0.2886
F 6.1095 1.0916 4.0328  -0.2440
H 9.0860 -1.0815 2.6120  0.4077
H 9.1897 0.6437 2.6126  0.3288
H 9.8160 1.5404 0.2011  0.2783
H 4.6375 0.1217 2.1671  0.0064

Atomic forces in eV per Å
C 0.365 -0.379 0.194
C -1.435 -0.898 1.140
F 0.182 -0.319 -0.612
N 0.404 -0.102 0.687
C 0.316 0.984 -0.652
N 0.310 -1.881 -0.365
C -0.190 1.294 -1.471
C 1.356 -0.067 0.572
C -0.488 -0.866 -0.172
S 0.395 0.009 0.008
C 2.167 -1.449 1.784
N -1.954 2.262 0.334
N 0.795 -1.758 -0.511
C -0.284 1.833 2.015
O -1.572 -0.867 -4.101
O -0.148 -0.083 0.108
C -1.121 -2.285 0.337
C -0.048 0.520 -0.770
C 0.214 -0.348 0.455
C -0.061 -0.261 0.875
C -0.573 0.856 -0.747
S 2.374 -2.540 1.512
O -1.062 1.751 0.204
O -1.014 0.533 -1.532
O -1.375 -0.458 0.379
O -0.291 0.892 0.397
B -0.128 0.612 -0.698
O 1.137 0.201 0.438
O 0.562 -0.968 0.351
N 0.284 0.894 -0.277
H 0.231 -0.299 0.064
H 0.126 0.457 -0.352
H -0.226 0.589 0.073
H 0.334 0.152 -0.459
H 0.085 0.246 -0.022
H 0.235 0.510 0.215
H -0.446 0.002 0.581
H -0.220 0.049 0.448
H 0.056 -0.372 -0.414
H 0.333 -0.223 0.303
H -0.279 0.390 0.200
H -0.269 0.457 -0.194
H 0.211 -0.120 0.433
H 0.251 0.048 -0.331
H 0.271 0.318 -0.196
H -0.237 0.439 0.327
H -0.384 -0.394 -0.178
H 0.096 0.112 -0.472
H 0.531 0.229 -0.271
H 0.521 0.168 0.159
H 0.307 0.019 -0.055
H -0.630 -0.196 0.004
H -0.195 0.473 -0.055
H -0.083 -0.214 0.176
C -0.327 0.386 -0.612
C -0.573 -0.529 0.139
C 0.653 0.408 0.374
F -0.075 0.142 0.004
F -0.255 0.053 -0.062
F 0.154 -0.023 0.023
F 0.299 0.098 -0.205
O 0.470 -0.136 0.510
C -0.319 1.020 -0.419
C -0.037 -0.577 0.518
F -0.175 0.019 -0.171
F -0.006 0.113 -0.309
F 0.352 -0.542 -0.142
F -0.146 -0.316 0.040
H -0.165 0.022 0.163
H 0.147 -0.101 0.200
H -0.109 -0.022 -0.111
H -0.040 0.064 -0.163
C -0.774 0.227 0.074
C -0.110 0.163 -0.869
C 0.223 -0.511 0.551
F -0.095 -0.056 0.028
F -0.172 0.027 -0.124
F 0.187 -0.012 0.131
F 0.089 0.151 0.392
O 0.913 -0.294 0.201
C -1.271 -0.035 0.515
C 0.252 -0.303 -0.548
F -0.033 0.157 0.018
F -0.031 0.238 0.129
F 0.426 0.253 -0.142
F 0.334 0.030 -0.233
H 0.093 -0.149 -0.124
H 0.268 -0.075 0.023
H -0.093 0.077 -0.071
H -0.120 0.160 0.057
C 0.420 -0.300 0.609
C -0.640 -0.480 0.340
C 0.354 0.296 -0.558
F 0.107 -0.105 -0.017
F 0.021 -0.192 0.109
F 0.006 0.159 -0.142
F 0.211 0.345 0.011
O -0.336 0.494 -0.740
C 1.167 -0.317 0.480
C -0.702 -0.145 -0.291
F 0.016 -0.017 0.093
F 0.473 0.012 0.649
F -0.386 0.250 0.004
F -0.377 0.031 -0.116
H -0.111 -0.093 -0.159
H -0.115 0.150 -0.224
H -0.008 -0.075 0.108
H 0.228 -0.088 0.195

Summary:
Orbital gap = 8.393 eV
Lowest unoccupied orbital energy = -3.449 eV
Net charge = +1
Calculated total energy = -149871.963 eV